# 1
Density functional theory data (ωB97M-V/def2-TZVPD) for a structure of composition H9O3P3SSb.

CARTESIAN COORDINATES (ANGSTROEM)
Sb  0.977  0.378  -0.043
H  -2.181  -0.730  1.628
H  -1.296  2.404  -1.276
H  3.945  -0.969  -0.904
H  0.314  -0.439  1.390
O  -2.375  -0.876  -0.754
S  4.152  -0.724  1.910
H  1.806  1.526  0.960
P  -1.156  1.910  0.041
P  -2.790  0.520  -0.031
O  -4.059  1.083  -0.516
P  3.131  -1.096  0.245
H  -2.293  -0.754  -1.707
H  0.254  -0.864  -1.057
H  2.802  -2.467  0.156
O  -2.846  -0.048  1.470
H  1.614  1.144  -1.513

Output
Gap between HOMO and LUMO (eV): 7.32
Highest occupied orbital energy (eV): -4.38
Total energy (Ha): -1893.62284
LUMO energy (eV): 2.943
Charge: -1



# 2
Density functional theory data (ωB97M-V/def2-TZVPD) for a structure of composition C41H34HfNO2S3 at a distorted geometry.

CARTESIAN COORDINATES (ANGSTROEM)
H  0.116  4.796  -2.115
H  2.405  -0.594  3.767
S  -0.283  -1.926  -2.173
H  0.956  3.385  6.868
H  5.136  -5.654  0.744
C  -1.564  -1.697  -0.988
C  -0.568  3.956  -2.099
C  1.661  0.737  5.283
C  -0.402  1.858  4.801
H  -2.523  -1.698  -3.893
C  -4.515  0.682  1.993
C  -1.858  -0.522  -0.320
H  -1.307  1.430  2.905
C  -3.014  -0.498  0.508
C  -3.403  0.681  1.209
C  0.902  -3.809  0.463
H  -2.391  2.426  -6.525
H  3.457  -0.640  -1.532
H  -2.825  1.590  1.090
C  1.024  1.882  0.536
C  -3.806  -1.668  0.649
C  0.553  0.367  3.212
H  -0.238  2.272  7.519
H  4.257  0.550  -0.494
H  0.712  1.864  -5.062
C  -2.070  -0.054  -5.194
C  5.626  -1.508  1.073
H  -2.985  -0.169  -5.763
C  0.811  2.893  -0.345
H  -1.581  1.315  -7.618
N  4.142  -2.774  -0.058
H  -1.868  4.779  -3.561
C  0.130  0.783  0.534
C  0.004  1.087  -4.803
H  -4.042  -3.742  0.086
H  1.479  3.746  -0.368
H  -0.660  2.602  -6.838
C  -2.346  1.793  -2.041
C  -0.634  -0.742  -3.424
C  0.662  1.623  5.676
C  -1.672  3.944  -2.900
H  -5.546  -2.533  1.593
H  4.161  -5.259  2.155
O  1.908  -0.990  1.435
C  4.332  -5.012  1.107
C  -3.442  -2.849  -0.039
C  4.700  -3.572  0.940
C  -1.815  -0.914  -4.143
H  1.485  1.897  7.650
C  -2.345  -2.869  -0.845
O  1.087  -1.369  -1.591
H  6.232  -3.166  2.441
C  -4.950  -1.635  1.488
S  0.389  -0.510  1.684
C  -0.944  0.681  -0.326
H  -3.033  0.957  -2.020
C  -1.168  0.957  -5.540
C  -1.204  1.777  -1.197
C  5.617  -2.813  1.625
H  2.492  0.543  5.951
C  0.722  2.328  7.005
H  -2.070  -3.770  -1.381
S  0.532  -4.282  1.880
Hf  2.227  -2.179  -0.116
H  6.263  -0.687  1.368
C  4.718  -1.487  0.050
H  1.208  0.342  -3.182
C  -0.472  1.236  3.570
H  -3.453  2.865  -3.499
C  -1.461  1.880  -6.692
H  5.148  -0.354  -1.731
H  -6.172  -0.476  2.777
H  -4.815  1.589  2.502
H  3.435  -5.269  0.547
C  -0.312  2.876  -1.217
C  -2.574  2.853  -2.866
C  1.618  0.089  4.055
H  1.845  1.917  1.242
C  -5.296  -0.493  2.141
C  4.378  -0.426  -0.962
H  -1.189  2.544  5.091
C  0.292  0.235  -3.745

Output
Multiplicity: 2
Gap between HOMO and LUMO (alpha / beta) (eV): 5.81 / 6.53
Highest occupied orbital energy (alpha / beta) (eV): -12.37 / -12.89
Total energy (Ha): -3030.07961
LUMO energy (alpha / beta) (eV): -6.556 / -6.354
ΔE to the lowest compared entry with this formula, charge and spin (kcal/mol): 0.00
Charge: +2



no.,molar mass (g/mol)
1,303.818
2,847.419